## P
C3H12N2O | the ωB97M-V functional and the def2-TZVPD basis

Calculated values
LUMO = 0.74 eV
HOMO-LUMO gap = 9.4 eV
SMILES = CCNCN.O
highest occupied orbital energy = -0.3200 Ha
molecular weight = 92.142 g/mol
charge = 0

Atoms and positions in Å:
C (-0.08431, 1.15789, -2.22045)
C (-0.70012, 0.15013, -1.27107)
N (0.31515, -0.64358, -0.54887)
C (1.10918, 0.02408, 0.42672)
N (0.41866, 0.63031, 1.61879)
H (0.90621, 0.86808, -2.58430)
H (0.02885, 2.16932, -1.81434)
H (-0.71211, 1.25527, -3.09424)
H (-1.35038, 0.61310, -0.54312)
H (-1.30134, -0.58642, -1.81254)
H (0.03588, -1.59672, -0.39648)
H (1.62675, 0.83494, -0.06750)
H (1.84567, -0.63135, 0.86924)
H (-0.10559, 1.45340, 1.31280)
H (-0.34689, -0.00119, 1.86228)
O (-0.89572, -1.86419, 2.97302)
H (-0.80761, -2.06207, 2.02177)
H (0.01771, -1.77100, 3.26830)

Here are the natural (NBO) charges for atoms 1 to 8, given in e:
1 C -0.64
2 C -0.22
3 N -0.66
4 C -0.07
5 N -0.85
6 H 0.22
7 H 0.21
8 H 0.22

=====

## Q
C3H12N2O | the ωB97M-V functional and the def2-TZVPD basis

Calculated values
LUMO = 0.95 eV
HOMO-LUMO gap = 10.4 eV
SMILES = NCCN.CO
highest occupied orbital energy = -0.3480 Ha
molecular weight = 92.142 g/mol
charge = 0

Atoms and positions in Å:
N (-0.50222, -0.80294, 1.50948)
C (-0.56284, -1.43351, 0.16487)
C (-0.97083, -0.44230, -0.92949)
N (-0.24532, -0.76573, -2.16152)
H (-1.44857, -0.77787, 1.87337)
H (-0.06553, -1.48103, 2.12042)
H (0.41636, -1.83133, -0.09922)
H (-1.23218, -2.29875, 0.19631)
H (-2.04152, -0.53787, -1.11144)
H (-0.80013, 0.57606, -0.56933)
H (-0.71371, -0.38293, -2.96896)
H (0.65436, -0.30425, -2.14223)
C (1.54058, 1.91091, 0.49913)
O (0.40857, 1.85901, 1.36752)
H (2.39025, 2.27876, 1.07053)
H (1.77428, 0.91952, 0.10072)
H (1.28859, 2.56479, -0.33628)
H (0.10984, 0.94945, 1.41611)

Here are the natural (NBO) charges for atoms 1 to 8, given in e:
1 N -0.84
2 C -0.23
3 C -0.24
4 N -0.83
5 H 0.36
6 H 0.36
7 H 0.20
8 H 0.18

=====

## R
C3H12N2O | the ωB97M-V functional and the def2-TZVPD basis

Calculated values
LUMO = 1.00 eV
HOMO-LUMO gap = 10.2 eV
SMILES = NCCCN.O
highest occupied orbital energy = -0.3395 Ha
molecular weight = 92.142 g/mol
charge = 0

Atoms and positions in Å:
N (-2.54713, 1.26257, -0.94017)
C (-1.49966, 1.66957, 0.03264)
C (-0.75366, 0.41600, 0.45919)
C (0.20712, -0.11166, -0.56748)
N (0.85723, -1.37536, -0.15040)
H (-3.29496, 2.00211, -1.07673)
H (-3.03337, 0.37806, -0.77035)
H (-0.83679, 2.37190, -0.36874)
H (-1.90097, 2.20568, 0.90048)
H (-1.58904, -0.09311, 1.19058)
H (-0.09784, 0.64378, 1.37136)
H (-0.13461, -0.24543, -1.59751)
H (0.98967, 0.71295, -0.66876)
H (1.04309, -1.97634, -0.98416)
H (0.33208, -1.84072, 0.54755)
O (3.29451, -1.53918, 1.06208)
H (3.91366, -1.50278, 0.28622)
H (2.35959, -1.39657, 0.76131)

Here are the natural (NBO) charges for atoms 1 to 8, given in e:
1 N -0.87
2 C -0.21
3 C -0.44
4 C -0.22
5 N -0.86
6 H 0.36
7 H 0.36
8 H 0.18

=====

Stability, highest: P

=====

## P
C3H12N2O | the ωB97M-V functional and the def2-TZVPD basis

Calculated values
LUMO = 0.76 eV
HOMO-LUMO gap = 10.0 eV
SMILES = C=C.NCO.N
highest occupied orbital energy = -0.3387 Ha
molecular weight = 92.142 g/mol
charge = 0

Atoms and positions in Å:
C (2.35465, -1.09536, 0.66042)
C (3.63092, -1.22074, 0.98209)
H (1.68805, -0.37013, 1.09854)
H (2.01214, -1.47066, -0.29236)
H (4.04939, -0.78294, 1.88651)
H (4.40657, -1.48453, 0.27200)
N (-2.32468, -0.25491, 1.09634)
C (-1.62279, -0.93646, 0.07704)
O (-0.52364, -0.26429, -0.50127)
H (-2.93546, 0.52110, 0.93147)
H (-2.25017, -0.46939, 2.06907)
H (-2.26108, -1.22501, -0.77535)
H (-1.33460, -1.89810, 0.50176)
H (-0.73787, 0.62063, -0.83909)
N (-0.83152, 2.43803, -1.68553)
H (-0.43101, 3.28141, -2.07082)
H (-1.34268, 1.95086, -2.41130)
H (-1.54623, 2.66052, -0.99951)

Here are the natural (NBO) charges for atoms 1 to 8, given in e:
1 C -0.38
2 C -0.40
3 H 0.21
4 H 0.19
5 H 0.18
6 H 0.19
7 N -0.89
8 C 0.09

=====

## Q
C3H12N2O | the ωB97M-V functional and the def2-TZVPD basis

Calculated values
LUMO = 0.97 eV
HOMO-LUMO gap = 9.7 eV
SMILES = CCO.NCN
highest occupied orbital energy = -0.3220 Ha
molecular weight = 92.142 g/mol
charge = 0

Atoms and positions in Å:
C (-1.62183, -1.37875, 0.26760)
C (-1.74258, 0.06198, 0.63457)
O (-2.53472, 0.76766, -0.34544)
H (-2.64289, -1.76319, 0.40424)
H (-0.87837, -1.88222, 0.87601)
H (-1.44534, -1.60128, -0.78882)
H (-2.22655, 0.15681, 1.61586)
H (-0.84166, 0.66125, 0.68978)
H (-3.08920, 1.43454, 0.03417)
N (1.63272, 1.58390, -0.03263)
C (1.22645, 0.13499, -0.40495)
N (2.38197, -0.61003, -0.77149)
H (2.48215, 1.78567, -0.55662)
H (2.04312, 1.54821, 0.90107)
H (0.48421, 0.32965, -1.17257)
H (0.85437, -0.28562, 0.52305)
H (3.21101, -0.67083, -0.20174)
H (2.70715, -0.27274, -1.67212)

Here are the natural (NBO) charges for atoms 1 to 8, given in e:
1 C -0.64
2 C -0.07
3 O -0.75
4 H 0.22
5 H 0.21
6 H 0.22
7 H 0.16
8 H 0.17

=====

Stability, highest: Q

=====

## P
C4H8N3S | the ωB97M-V functional and the def2-TZVPD basis

Calculated values
LUMO = -3.43 eV
HOMO-LUMO gap = 9.1 eV
highest occupied orbital energy = -0.4617 Ha
molecular weight = 130.196 g/mol
charge = +1

Atoms and positions in Å:
C (0.70120, 0.44132, 2.03100)
C (-2.53061, -1.69715, -2.44474)
C (0.78369, -0.57727, 2.90304)
C (0.55263, 0.76794, -0.33092)
N (0.77031, 0.08184, 0.71527)
N (-1.50452, -1.20649, -2.58018)
N (0.58284, 0.03648, -1.59188)
S (0.10878, 2.46431, -0.30472)
H (0.51216, 1.51722, 2.23711)
H (-3.56336, -1.95672, -2.57929)
H (0.74580, -0.14848, 3.90965)
H (0.74259, -1.53802, 2.59640)
H (0.93679, 0.72780, -2.25380)
H (-0.41478, -0.45507, -1.93070)
H (1.20518, -0.90149, -1.41750)
H (0.37131, 2.44378, 1.04127)

Here are the natural (NBO) charges for atoms 1 to 8, given in e:
1 C -0.07
2 C 0.29
3 C -0.28
4 C 0.23
5 N -0.46
6 N -0.41
7 N -0.78
8 S 0.07

=====

## Q
C4H8N3S | the ωB97M-V functional and the def2-TZVPD basis

Calculated values
LUMO = -3.79 eV
HOMO-LUMO gap = 9.1 eV
SMILES = C=N/C=N\C=C(\[NH3+])S
highest occupied orbital energy = -0.4743 Ha
molecular weight = 130.196 g/mol
charge = +1

Atoms and positions in Å:
C (1.23480, -0.31865, 1.96789)
N (0.05043, -0.73233, 2.09700)
C (-1.15580, -0.15780, 1.89303)
N (-1.52509, 0.39886, 0.82262)
C (-0.71696, 0.82496, -0.19249)
C (0.03596, 0.02638, -0.96379)
N (0.49307, 0.59605, -2.27065)
S (0.43704, -1.71560, -0.91804)
H (1.90154, -1.04612, 1.76077)
H (1.42592, 0.63124, 2.34339)
H (-2.03285, -0.37267, 2.48584)
H (-1.01132, 1.89635, -0.36858)
H (1.06199, -0.19397, -2.68075)
H (0.90253, 1.55374, -2.05701)
H (-0.22138, 0.83837, -3.02929)
H (-0.87989, -2.22882, -0.88993)

Here are the natural (NBO) charges for atoms 1 to 8, given in e:
1 C 0.04
2 N -0.39
3 C 0.29
4 N -0.47
5 C 0.01
6 C -0.17
7 N -0.73
8 S 0.02

=====

Stability, highest: P

=====

## P
C3H10NO | the ωB97M-V functional and the def2-TZVPD basis

Calculated values
LUMO = -4.00 eV
HOMO-LUMO gap = 11.2 eV
highest occupied orbital energy = -0.5587 Ha
molecular weight = 76.119 g/mol
charge = +1

Atoms and positions in Å:
C (-1.20275, 0.34378, 0.96886)
C (0.59115, 1.44712, -0.26522)
C (0.84847, -1.40163, -0.21084)
N (-0.33221, 0.32442, -0.19255)
O (0.63040, -1.95106, -1.36095)
H (-0.60614, 0.31825, 1.87926)
H (-1.80131, 1.25831, 0.98178)
H (-1.87852, -0.50754, 0.95567)
H (0.04977, 2.39248, -0.34889)
H (1.19901, 1.48297, 0.63704)
H (1.23855, 1.34487, -1.13452)
H (1.79307, -0.87754, -0.14441)
H (0.43665, -1.82457, 0.70008)
H (-0.86097, 0.23776, -1.06028)
H (-0.10515, -2.58762, -1.40503)

Here are the natural (NBO) charges for atoms 1 to 8, given in e:
1 C -0.44
2 C -0.44
3 C 0.27
4 N -0.48
5 O -0.60
6 H 0.22
7 H 0.23
8 H 0.22

=====

## Q
C3H10NO | the ωB97M-V functional and the def2-TZVPD basis

Calculated values
LUMO = -3.33 eV
HOMO-LUMO gap = 12.2 eV
SMILES = C[C@H]([NH3+])CO
highest occupied orbital energy = -0.5705 Ha
molecular weight = 76.119 g/mol
charge = +1

Atoms and positions in Å:
C (-0.65063, 0.54464, -1.41781)
C (0.22215, 0.50110, -0.17412)
N (1.15272, -0.79539, -0.30201)
C (-0.61229, 0.24278, 1.09087)
O (0.13253, -0.54887, 1.98945)
H (-1.58843, 1.03443, -1.18242)
H (-0.13038, 1.01234, -2.25088)
H (-0.85276, -0.48912, -1.72672)
H (0.98280, 1.27646, -0.08102)
H (0.98372, -1.31625, -1.15594)
H (1.09836, -1.27925, 0.60319)
H (2.09084, -0.42865, -0.42880)
H (-0.92659, 1.19158, 1.50863)
H (-1.51909, -0.27437, 0.73144)
H (-0.38296, -0.67142, 2.79616)

Here are the natural (NBO) charges for atoms 1 to 8, given in e:
1 C -0.64
2 C -0.02
3 N -0.71
4 C -0.09
5 O -0.74
6 H 0.26
7 H 0.24
8 H 0.22

=====

Stability, highest: Q

=====

## P
C3H10NO | the ωB97M-V functional and the def2-TZVPD basis

Calculated values
LUMO = -5.34 eV
HOMO-LUMO gap = 9.3 eV
highest occupied orbital energy = -0.5398 Ha
molecular weight = 76.119 g/mol
charge = +1

Atoms and positions in Å:
C (-0.67239, 1.73649, -1.38517)
O (-1.19577, 1.64931, -0.02651)
H (-0.65703, 2.79166, -1.73211)
H (0.40369, 1.41833, -1.36529)
H (-1.28721, 1.24107, -2.08516)
H (-1.48789, 2.57281, 0.12890)
C (1.57131, -1.09988, 0.30983)
C (-0.57883, -1.61928, 1.41809)
N (0.06527, -1.08408, 0.45894)
H (1.84498, -1.98010, 0.94970)
H (2.08422, -0.22590, 0.74496)
H (1.90240, -1.34406, -0.76709)
H (-0.11109, -2.59281, 1.67812)
H (-1.50194, -1.14885, 1.69740)
H (-0.37972, -0.31470, -0.02460)

Here are the natural (NBO) charges for atoms 1 to 8, given in e:
1 C -0.29
2 O -0.77
3 H 0.21
4 H 0.17
5 H 0.19
6 H 0.50
7 C -0.44
8 C 0.14

=====

## Q
C3H10NO | the ωB97M-V functional and the def2-TZVPD basis

Calculated values
LUMO = -3.49 eV
HOMO-LUMO gap = 10.5 eV
highest occupied orbital energy = -0.5149 Ha
molecular weight = 76.119 g/mol
charge = +1

Atoms and positions in Å:
C (-2.76138, -1.02693, -0.13449)
C (-1.55406, -0.20185, 0.11287)
C (-0.31462, -0.36139, -0.36822)
N (0.81563, -0.08357, 0.55120)
H (-2.99294, -1.31301, -1.16409)
H (-3.60909, -0.46356, 0.23188)
H (-2.72118, -2.02914, 0.33614)
H (-1.78089, 0.63037, 0.76499)
H (0.00056, -0.97320, -1.21281)
H (0.48689, 0.41628, 1.38073)
H (1.58239, 0.60215, 0.24206)
H (1.28261, -0.94041, 0.83931)
H (3.66408, 1.79391, 0.21304)
H (3.10456, 1.56606, -1.13941)
O (2.92343, 1.33328, -0.20731)

Here are the natural (NBO) charges for atoms 1 to 8, given in e:
1 C -0.68
2 C -0.11
3 C -0.10
4 N -0.71
5 H 0.25
6 H 0.24
7 H 0.26
8 H 0.21

=====

Stability, highest: Q

=====

## P
C3H10NO | the ωB97M-V functional and the def2-TZVPD basis

Calculated values
LUMO = -3.66 eV
HOMO-LUMO gap = 10.5 eV
highest occupied orbital energy = -0.5202 Ha
molecular weight = 76.119 g/mol
charge = +1

Atoms and positions in Å:
C (-0.17529, -1.86189, 2.21293)
N (-0.10610, -0.43485, 1.79476)
H (-0.43662, -2.00634, 3.31365)
H (-0.99777, -2.32518, 1.59349)
H (0.80579, -2.28754, 1.91491)
H (-0.95764, 0.02056, 1.63967)
H (0.31034, -0.62084, 0.66761)
H (0.45289, 0.27287, 2.22454)
O (-0.45948, 1.02200, -0.52982)
C (0.00572, 1.68274, -1.47755)
C (0.32701, 1.04572, -2.75577)
H (0.05187, 2.77895, -1.38724)
H (0.87308, 0.00024, -2.50874)
H (0.95987, 1.59724, -3.47166)
H (-0.65367, 1.11633, -3.23078)

Here are the natural (NBO) charges for atoms 1 to 8, given in e:
1 C -0.43
2 N -0.69
3 H 0.25
4 H 0.24
5 H 0.23
6 H 0.44
7 H 0.49
8 H 0.44

=====

## Q
C3H10NO | the ωB97M-V functional and the def2-TZVPD basis

Calculated values
LUMO = -3.84 eV
HOMO-LUMO gap = 8.9 eV
highest occupied orbital energy = -0.4686 Ha
molecular weight = 76.119 g/mol
charge = +1

Atoms and positions in Å:
C (-1.10394, -2.61592, 1.58657)
N (-1.80881, -1.26700, 1.59509)
H (-1.23161, -3.02829, 0.58880)
H (-1.52433, -3.30346, 2.31000)
H (-0.04871, -2.40899, 1.73002)
H (-1.22642, -0.48435, 1.28838)
H (-2.71955, -1.29642, 1.13572)
H (-1.99122, -1.09981, 2.58488)
O (0.24922, 1.38757, -1.04965)
C (1.01433, 1.68306, -1.93289)
C (2.14095, 2.62893, -1.75136)
H (0.90322, 1.15396, -2.88735)
H (2.12119, 3.07769, -0.76233)
H (3.11688, 2.16553, -1.91573)
H (2.10880, 3.40749, -2.52013)

Here are the natural (NBO) charges for atoms 1 to 8, given in e:
1 C -0.42
2 N -0.67
3 H 0.24
4 H 0.25
5 H 0.24
6 H 0.46
7 H 0.45
8 H 0.44

=====

Stability, highest: Q

=====

## P
C3H10NO | the ωB97M-V functional and the def2-TZVPD basis

Calculated values
LUMO = -3.44 eV
HOMO-LUMO gap = 11.9 eV
SMILES = C[C@H]([NH3+])CO
highest occupied orbital energy = -0.5633 Ha
molecular weight = 76.119 g/mol
charge = +1

Atoms and positions in Å:
C (-1.60149, 0.88636, 0.54669)
C (-0.57168, -0.14447, 0.15004)
N (0.39640, -0.39766, 1.29137)
C (0.31376, 0.30682, -1.01184)
O (1.37699, -0.60881, -1.07799)
H (-2.11416, 1.25247, -0.33478)
H (-2.33160, 0.47475, 1.23026)
H (-1.12760, 1.75817, 1.00393)
H (-0.99750, -1.12237, -0.07679)
H (0.89853, 0.44505, 1.58193)
H (1.10434, -1.06986, 0.95890)
H (-0.05312, -0.80432, 2.11256)
H (-0.25473, 0.36765, -1.94091)
H (0.64980, 1.33169, -0.78134)
H (1.69598, -0.74182, -1.97754)

Here are the natural (NBO) charges for atoms 1 to 8, given in e:
1 C -0.64
2 C -0.05
3 N -0.68
4 C -0.08
5 O -0.75
6 H 0.26
7 H 0.24
8 H 0.22

=====

## Q
C3H10NO | the ωB97M-V functional and the def2-TZVPD basis

Calculated values
LUMO = -5.40 eV
HOMO-LUMO gap = 9.4 eV
highest occupied orbital energy = -0.5446 Ha
molecular weight = 76.119 g/mol
charge = +1

Atoms and positions in Å:
C (-1.53758, 1.60875, -1.80258)
N (-1.60335, 1.29602, -0.56601)
H (-2.40451, 2.03130, -2.31422)
H (-0.69353, 1.29093, -2.42706)
H (-0.60823, 1.10111, -0.25889)
H (-2.27134, 1.62530, 0.12267)
C (0.93721, -0.57494, 0.26675)
O (0.25928, 0.40825, 1.04652)
C (1.18093, -1.87451, 0.98448)
H (0.42658, -0.77184, -0.70084)
H (1.86500, -0.16756, -0.12128)
H (0.66523, 0.57626, 1.89792)
H (0.33400, -2.55027, 1.13055)
H (2.10351, -2.37432, 0.69120)
H (1.34680, -1.62449, 2.05080)

Here are the natural (NBO) charges for atoms 1 to 8, given in e:
1 C 0.15
2 N -0.58
3 H 0.23
4 H 0.23
5 H 0.47
6 H 0.45
7 C -0.08
8 O -0.77

=====

Stability, highest: P

=====

## P
C3H7NOSi | the ωB97M-V functional and the def2-TZVPD basis

Calculated values
LUMO = -0.34 eV
HOMO-LUMO gap = 8.2 eV
SMILES = O=[SiH2].CC=C=N
highest occupied orbital energy = -0.3143 Ha
molecular weight = 101.181 g/mol
charge = 0

Atoms and positions in Å:
O (-1.51316, 1.17424, -0.79790)
Si (-2.06750, 0.50544, 0.42433)
H (-3.39861, -0.40534, 0.30729)
H (-1.57610, 0.50004, 1.94298)
C (0.53682, -1.20244, 0.10173)
C (0.89613, -0.18320, 1.10484)
C (0.89500, 1.03816, 0.65933)
N (1.33230, 2.15542, 0.46828)
H (1.37018, -1.71154, -0.21935)
H (-0.27641, -1.76180, 0.39522)
H (0.08662, -0.76245, -0.75479)
H (0.92585, -0.44640, 2.13918)
H (0.73990, 2.96814, 0.25983)

Here are the natural (NBO) charges for atoms 1 to 8, given in e:
1 O -1.17
2 Si 1.56
3 H -0.21
4 H -0.19
5 C -0.63
6 C -0.45
7 C 0.44
8 N -0.62

=====

## Q
C3H7NOSi | the ωB97M-V functional and the def2-TZVPD basis

Calculated values
LUMO = 0.45 eV
HOMO-LUMO gap = 9.5 eV
SMILES = C=C/C=N/O[SiH3]
highest occupied orbital energy = -0.3331 Ha
molecular weight = 101.181 g/mol
charge = 0

Atoms and positions in Å:
C (-2.89884, -0.28099, 0.08775)
C (-1.86212, 0.59024, -0.01130)
C (-0.56833, 0.17892, -0.00271)
N (0.30393, 1.06925, 0.27752)
O (1.63800, 0.76747, 0.08148)
Si (2.92145, -0.25007, 0.04098)
H (-3.93858, -0.00223, 0.17567)
H (-2.83833, -1.36428, 0.09304)
H (-1.98897, 1.67586, 0.02593)
H (-0.27428, -0.85390, -0.22647)
H (2.51969, -1.03607, -1.29313)
H (2.93005, -1.17329, 1.06249)
H (4.05635, 0.67909, -0.31123)

Here are the natural (NBO) charges for atoms 1 to 8, given in e:
1 C -0.34
2 C -0.25
3 C -0.01
4 N -0.05
5 O -0.77
6 Si 1.20
7 H 0.20
8 H 0.19

=====

Stability, highest: P